{
  "formula": "C19H29ClN2O2",
  "method": "ωB97M-V/def2-TZVPD",
  "homo_lumo_gap_ha": 0.309,
  "total_charge": 0,
  "homo_energy_ev": -8.18,
  "elements": ["H", "H", "C", "H", "C", "C", "H", "H", "H", "H", "H", "H", "C", "H", "O", "O", "H", "N", "C", "C", "H", "H", "H", "N", "H", "C", "H", "C", "H", "C", "C", "C", "C", "H", "C", "H", "H", "H", "C", "C", "Cl", "H", "H", "C", "C", "C", "H", "C", "H", "H", "H", "H", "H"],
  "positions_angstrom": [[0.659520, 0.021354, 1.931446], [-1.314361, -0.101156, -4.283506], [2.194300, -2.176433, 0.093830], [-2.890859, 3.978024, 1.412174], [-2.214704, 3.054532, 1.269680], [-5.363709, 0.945936, -0.468509], [1.930522, -0.840556, 3.124730], [-0.789417, 0.218767, -0.151962], [1.692545, -3.050143, 0.153613], [2.681881, -0.907697, -1.560871], [4.165740, 0.647323, 2.838414], [-7.403604, 0.523455, -0.350667], [5.978875, -0.044077, 2.197535], [-3.819993, 0.033988, -3.189621], [-1.913511, 2.494755, -0.170180], [-0.855766, 2.105405, -2.288628], [-1.116297, 3.341087, 1.646885], [-6.664293, 1.175231, -0.062336], [0.382805, -0.162880, -0.073610], [-5.145905, 0.575097, -1.746201], [4.362051, -2.114894, 1.906899], [6.235811, 1.120320, 1.814904], [0.582048, -1.393503, -3.452021], [2.057396, -0.960292, 1.144454], [6.455339, -0.604918, 1.329193], [-1.639379, 1.219654, -2.214210], [-1.755801, -0.806797, -2.817564], [0.624467, -0.993667, -1.484929], [-6.707248, 1.549455, 0.998460], [3.924009, -1.487679, 2.367640], [-4.352583, 1.677263, 0.042987], [2.477483, -1.541502, 2.387297], [-1.129858, -0.224499, -2.940521], [-0.042960, -2.076623, -1.304464], [-2.955617, 1.164319, -1.857983], [4.237921, 0.134937, 1.255697], [-2.448446, 2.301924, 1.952209], [4.236356, -1.749194, 3.598746], [0.367610, -0.345810, -2.837341], [-3.971065, 0.371962, -2.281275], [-6.533186, -0.222293, -2.408656], [2.330843, -2.607881, 2.588748], [0.926467, 0.416849, -2.914844], [4.388724, -0.038091, 2.168726], [2.066644, -1.582095, -1.366667], [0.716794, -0.715901, 1.178583], [6.476922, -0.271115, 3.056388], [-3.089831, 1.628227, -0.419863], [-0.007565, -1.485629, 1.415128], [3.340101, -2.726783, -0.012692], [1.103843, 0.513314, -0.350611], [2.124677, -2.222381, -1.975837], [-4.595733, 2.241310, 1.111203]],
  "forces_ev_per_a": [[-0.9, 1.2, 1.1], [0.2, 0.4, 3.7], [6.5, 3.8, -2.7], [0.9, -1.6, -1.0], [4.3, 2.4, -1.3], [-2.4, 2.3, -0.8], [1.4, -1.4, -0.2], [3.2, -0.6, 0.5], [-2.9, -2.3, 1.2], [5.8, 6.0, -1.2], [-2.1, 3.0, 3.0], [0.8, 0.5, 0.4], [-0.8, 3.8, -5.3], [0.1, -2.3, -4.5], [-5.1, -0.5, 5.1], [0.8, 1.6, 0.4], [-2.4, -0.2, -1.0], [-0.5, 0.8, 4.3], [-5.4, 0.8, -6.3], [-4.0, -3.5, 0.5], [5.6, -8.0, -6.6], [-0.2, -2.9, 1.5], [0.2, 3.3, 0.5], [2.3, -6.6, -2.4], [-0.8, 0.2, 1.1], [4.0, -4.1, -5.7], [-9.6, -11.3, 3.1], [-0.7, -4.1, 4.2], [-0.2, -1.5, -3.5], [-3.1, 9.5, 12.4], [0.9, 2.2, 7.0], [-1.0, 0.8, 1.1], [9.1, 14.2, -6.6], [1.2, 2.9, -1.0], [-1.9, 0.5, 7.5], [-1.9, 2.4, -7.0], [-0.9, -1.5, 0.7], [-0.6, 0.4, -3.2], [-5.1, -10.9, 1.7], [2.8, 2.7, 0.2], [-0.5, -0.5, -1.3], [-1.6, 0.0, -0.2], [3.8, 5.8, -1.6], [6.1, -6.5, 3.1], [-7.7, 3.2, 11.0], [-2.2, 0.0, 0.8], [1.1, -0.5, 2.6], [3.1, 3.0, -5.8], [0.1, -1.0, 0.5], [-2.6, 2.0, 1.1], [1.1, 3.1, 0.1], [1.0, -9.4, -8.6], [0.7, -1.4, -2.8]],
  "nbo_charge": [0.195, 0.166, -0.226, 0.203, -0.294, 0.143, 0.186, 0.191, 0.183, 0.180, 0.198, 0.414, -0.581, 0.225, -0.490, -0.506, 0.208, -0.795, -0.378, -0.052, 0.165, 0.181, 0.205, -0.417, 0.196, 0.584, 0.132, -0.121, 0.388, -0.298, -0.282, -0.232, -0.366, 0.148, -0.194, 0.197, 0.182, 0.147, -0.403, -0.184, -0.026, 0.184, 0.214, -0.382, -0.391, -0.250, 0.193, 0.330, 0.163, 0.184, 0.203, 0.173, 0.207]
}

***

{
  "formula": "C19H29ClN3O2",
  "method": "ωB97M-V/def2-TZVPD",
  "homo_lumo_gap_ha": 0.312,
  "total_charge": 1,
  "homo_energy_ev": -11.21,
  "elements": ["H", "H", "C", "C", "H", "C", "H", "C", "C", "H", "C", "H", "H", "H", "C", "C", "O", "C", "C", "H", "N", "O", "H", "H", "H", "H", "H", "H", "C", "H", "H", "H", "C", "N", "C", "H", "H", "H", "Cl", "C", "H", "H", "N", "H", "H", "H", "H", "C", "H", "C", "H", "C", "C", "C"],
  "positions_angstrom": [[1.176756, -0.674616, 1.257918], [-5.456780, -3.084010, -0.165309], [2.209989, 1.359850, -3.157453], [-2.078414, -1.219601, 2.414329], [2.963212, 1.037527, 0.191837], [3.103134, -0.702984, -1.117202], [2.772999, 2.733656, -4.745810], [0.579573, 1.278729, -1.276645], [-3.583012, -1.636986, 2.506650], [2.845877, -1.226877, 1.535478], [-5.232428, -2.684051, 0.844299], [-0.663180, 0.920961, 0.414867], [0.445171, 0.209883, -1.421957], [4.023611, 3.318610, -2.712220], [-4.559135, -1.540048, 3.569978], [2.247094, 2.734963, -3.791268], [-1.482704, -0.348866, 2.968981], [0.884722, 2.099528, 1.272749], [-6.233196, -2.577314, 1.919724], [-4.274240, -1.126686, 4.559283], [-1.368702, -3.353018, 2.145357], [-2.362133, -2.108165, -0.813835], [3.122445, -0.917976, -2.190021], [1.315441, 3.612680, -1.354090], [1.408916, 0.724853, -3.531972], [-2.029352, -4.090047, 1.890129], [-0.653709, 2.571720, -0.101311], [1.233686, 3.109510, -3.961912], [2.277921, 3.112591, -1.464149], [2.891332, 3.275455, -0.580409], [-1.374874, -3.184517, 3.152742], [4.016155, 1.219827, -1.184480], [-2.573649, -2.169337, 0.356676], [-1.557387, -2.151548, 1.396747], [0.007384, 1.719696, 0.085613], [-6.696940, -2.002747, 4.038549], [1.103189, -1.567156, -0.960074], [3.171225, 0.869421, -3.303362], [-7.906765, -3.103830, 1.632290], [3.056146, 0.803406, -0.864711], [1.557901, 1.305210, 1.587153], [-0.032005, 1.749935, -2.051716], [2.013331, 1.600472, -1.635592], [1.506504, -2.377463, 1.472975], [2.413847, -2.653507, -0.647522], [4.083805, -1.029101, -0.752426], [0.247213, 2.311325, 2.133001], [-5.910520, -2.036311, 3.254265], [2.856581, 4.630072, -2.907975], [-3.903906, -2.216579, 1.173795], [1.465316, 3.003285, 1.087276], [1.900741, -1.458265, 1.036739], [2.956867, 3.557821, -2.740045], [2.074948, -1.629379, -0.465932]],
  "forces_ev_per_a": [[0.1, 0.0, 0.1], [0.0, 0.3, 1.0], [-0.1, 0.0, 0.1], [-2.4, -0.6, -0.2], [-0.2, 0.0, 0.0], [0.0, -0.3, -0.1], [-0.1, -0.1, 0.0], [-0.2, -0.2, -0.1], [-1.2, -0.5, -0.8], [0.0, 0.0, 0.0], [0.5, 1.0, 2.1], [0.1, -0.1, -0.1], [0.3, 0.0, 0.1], [0.0, 0.0, 0.0], [-0.6, -1.0, -2.6], [-0.2, 0.0, -0.2], [0.0, -0.5, -0.2], [0.2, 0.0, 0.1], [1.6, 0.6, 0.6], [-0.4, -0.4, -0.8], [0.5, -1.5, -0.3], [-0.1, 0.0, 0.4], [0.0, 0.1, 0.0], [0.0, -0.2, 0.1], [0.1, -0.1, 0.2], [-0.1, 0.4, 0.3], [0.1, 0.0, 0.0], [0.1, 0.0, 0.0], [0.1, -0.2, 0.1], [-0.2, -0.1, 0.0], [-0.2, 0.0, -0.4], [-0.1, 0.1, -0.1], [-1.7, -0.9, 1.5], [1.7, 2.2, 0.0], [-0.3, 0.3, 0.1], [0.6, -0.1, -0.8], [0.0, 0.0, 0.0], [-0.1, -0.1, 0.2], [1.4, 0.4, 0.1], [0.2, -0.1, -0.1], [0.0, 0.0, 0.0], [0.2, 0.0, 0.0], [0.1, 0.4, -0.4], [0.0, 0.1, 0.0], [0.1, 0.1, -0.1], [0.0, 0.2, 0.0], [0.0, 0.0, -0.1], [1.5, 0.0, -1.4], [0.0, 0.0, 0.1], [-1.1, 0.7, 1.5], [0.0, 0.0, 0.0], [-0.2, 0.0, 0.0], [0.1, 0.2, 0.0], [-0.1, -0.3, 0.1]],
  "nbo_charge": [0.204, 0.259, -0.204, 0.686, 0.237, -0.431, 0.252, -0.216, -0.147, 0.200, -0.188, 0.243, 0.237, 0.216, -0.173, -0.430, -0.489, -0.618, -0.015, 0.252, -0.652, -0.469, 0.216, 0.225, 0.238, 0.366, 0.218, 0.217, -0.208, 0.237, 0.372, 0.218, 0.689, -0.429, -0.440, 0.251, 0.199, 0.225, 0.037, -0.213, 0.211, 0.220, -0.220, 0.243, 0.224, 0.238, 0.248, -0.197, 0.250, -0.148, 0.198, -0.621, -0.417, -0.403]
}

***

{
  "formula": "C19H29F4IN6Sn",
  "method": "ωB97M-V/def2-TZVPD",
  "homo_lumo_gap_ha": 0.312,
  "total_charge": 0,
  "homo_energy_ev": -7.92,
  "elements": ["H", "C", "N", "H", "C", "H", "C", "C", "C", "H", "H", "H", "C", "F", "H", "C", "C", "N", "F", "H", "H", "F", "H", "C", "H", "C", "N", "C", "H", "H", "C", "Sn", "C", "H", "C", "H", "H", "H", "N", "C", "H", "N", "H", "H", "C", "H", "H", "H", "H", "C", "F", "H", "C", "C", "H", "H", "I", "N", "H", "H"],
  "positions_angstrom": [[2.178368, -19.391543, -4.079948], [4.671322, -11.973378, -4.196534], [3.815304, -12.780393, -2.198668], [2.083109, -21.720079, -3.605523], [7.599345, -18.442901, -2.429445], [1.918296, -11.592295, -4.735268], [5.475514, -17.416841, 1.149538], [2.199082, -12.261075, -3.988168], [5.863337, -17.049240, -1.643027], [2.886764, -23.166818, -0.443430], [2.290354, -21.076861, 0.692765], [3.641546, -16.339137, 0.795742], [2.137386, -19.333840, -0.775375], [8.055500, -19.672879, -2.633856], [3.286269, -17.811726, 2.771220], [2.237797, -21.069306, -2.789780], [7.702065, -16.084942, -2.850416], [2.188415, -18.895985, -2.001095], [5.745939, -19.423474, -1.330119], [4.894878, -15.323765, 0.462804], [2.933096, -11.802556, -0.722686], [8.342145, -15.017360, -3.302639], [3.699622, -9.644348, -3.492743], [3.926971, -18.644243, 2.637598], [4.733135, -12.990843, -4.652267], [6.371306, -18.325897, -1.846817], [4.542855, -16.911115, -1.073044], [4.664678, -16.411584, 0.316589], [5.987560, -19.949018, 2.582594], [1.769122, -18.660573, 0.042477], [2.338417, -21.569686, -1.501383], [2.809902, -16.475815, -2.143215], [5.653760, -19.824444, 1.534452], [5.654055, -16.985141, 2.183970], [8.262338, -17.367690, -2.988465], [4.168453, -10.294233, -1.979672], [3.385663, -19.579376, 2.823386], [6.437873, -19.814816, 0.747301], [2.968817, -12.738093, -1.083833], [2.244963, -19.740493, -3.039731], [9.201764, -17.444266, -3.496024], [2.486196, -22.887966, -1.347914], [2.033197, -12.982822, -1.367936], [5.625240, -11.633833, -3.725064], [3.497336, -11.809755, -3.237093], [6.463901, -17.691990, 0.710670], [4.802831, -12.902942, -1.950045], [4.429548, -11.255364, -5.073740], [2.908240, -23.334295, -2.183734], [3.432955, -10.371622, -2.757735], [5.987938, -14.761693, -1.898731], [1.278030, -12.351466, -3.375082], [2.323557, -20.632665, -0.426981], [6.555912, -15.977552, -2.076331], [2.419649, -10.143625, -2.348453], [5.022752, -20.762630, 1.378007], [3.986018, -16.945229, -4.594463], [4.743837, -18.694001, 1.462579], [2.422632, -13.226257, -4.445807], [4.645495, -18.592494, 3.519679]],
  "forces_ev_per_a": [[0.3, 0.3, 0.7], [-0.3, 1.4, -2.2], [-0.6, -0.5, -0.1], [0.2, -0.9, -0.8], [-0.1, -0.3, -1.1], [-0.2, 1.4, -1.5], [-0.3, -0.2, 2.2], [0.6, -1.1, 1.7], [-2.9, -1.7, 0.8], [-0.3, -0.1, -0.9], [0.1, 1.5, -2.8], [0.6, -0.7, -0.6], [-0.8, 0.5, 2.4], [0.7, -0.7, 0.0], [-0.7, 0.9, -0.5], [-0.2, -0.1, -0.3], [0.4, -1.8, 1.1], [0.0, 2.0, -1.9], [0.4, 0.9, -0.9], [1.0, -0.8, -0.5], [-0.2, 0.6, 0.4], [0.0, 0.3, -0.3], [-0.1, 0.4, -0.7], [2.0, -0.9, 1.7], [0.1, 0.7, 0.7], [-0.3, 0.1, 1.1], [1.5, 0.7, 0.5], [-1.7, -0.2, 0.6], [0.8, 0.1, -0.3], [1.0, -0.1, -0.9], [0.6, 2.1, 0.8], [-0.2, 0.0, 0.3], [-1.4, -1.4, 0.0], [0.3, 0.1, -1.0], [-0.5, 1.5, 0.2], [0.3, 0.4, 0.7], [-0.1, 0.1, -0.4], [-0.5, 0.1, 0.9], [0.4, -0.4, 0.6], [-0.5, 0.3, 0.4], [0.3, -0.3, -0.2], [0.9, -2.1, 0.3], [-0.1, -0.2, -0.1], [-0.6, -0.4, -0.4], [0.4, -1.1, -1.1], [-0.9, 0.4, 0.2], [-0.8, 0.4, -0.1], [0.8, -1.1, 1.2], [-0.5, 0.1, 1.2], [-1.2, -0.4, 1.0], [0.4, -0.1, -0.1], [0.7, -0.1, 0.1], [-0.5, -3.3, 1.6], [0.4, 2.0, -1.2], [0.8, 0.1, -0.2], [0.8, 0.9, -0.1], [0.1, 0.0, -0.3], [0.4, 0.8, -1.9], [-0.2, 0.0, 0.0], [-0.6, 0.1, -0.3]],
  "nbo_charge": [0.229, -0.612, -0.499, 0.212, 0.390, 0.207, -0.234, -0.619, 0.127, 0.392, 0.222, 0.197, 0.082, -0.315, 0.206, -0.317, 0.365, -0.556, -0.310, 0.204, 0.320, -0.295, 0.221, -0.413, 0.233, 0.270, -0.933, -0.246, 0.164, 0.206, 0.229, 1.107, -0.413, 0.175, -0.364, 0.207, 0.196, 0.223, -0.657, 0.081, 0.244, -0.771, 0.344, 0.210, 0.095, 0.205, 0.378, 0.202, 0.395, -0.641, -0.320, 0.199, -0.290, 0.273, 0.207, 0.183, -0.509, -0.453, 0.221, 0.147]
}

***

{
  "formula": "C19H29FN2O5S",
  "method": "ωB97M-V/def2-TZVPD",
  "homo_lumo_gap_ha": 0.374,
  "total_charge": 0,
  "homo_energy_ev": -9.80,
  "elements": ["O", "H", "H", "H", "H", "C", "C", "H", "O", "C", "C", "C", "C", "H", "H", "H", "H", "H", "C", "C", "H", "F", "H", "H", "N", "H", "H", "H", "H", "C", "O", "O", "H", "C", "O", "H", "H", "C", "H", "C", "C", "H", "C", "C", "H", "H", "H", "C", "H", "S", "C", "C", "N", "C", "H", "H", "H"],
  "positions_angstrom": [[-6.050378, 1.724459, -2.373602], [2.650272, -0.071761, 4.092468], [-6.096664, 2.271136, 0.945773], [5.338424, -2.142479, -1.123753], [2.075480, -2.403422, 4.284448], [-6.475357, 2.343945, -1.172585], [4.579451, -1.564213, -3.058899], [5.722208, -0.480824, -1.600813], [2.993028, -2.984659, -0.527352], [3.687093, -0.730894, -0.873861], [2.701635, -2.189915, 3.418790], [0.889362, -0.315132, 2.085346], [2.641088, -0.269243, -1.911602], [-0.014215, -2.155454, 1.294384], [-1.698676, -0.535403, 1.142423], [4.132328, -0.532768, 3.254219], [2.832682, 0.565098, 1.450563], [5.415182, -1.565023, -3.755526], [3.053551, -0.681606, 3.285163], [2.427700, -0.322132, 1.929587], [-3.741743, 0.163211, 1.038573], [-3.905277, 1.771217, 2.224671], [-3.976521, 0.229980, -1.475221], [0.608355, 0.202192, 3.004484], [-1.234612, 0.349878, 1.030394], [-2.770734, 1.511645, -1.670570], [3.971094, 0.104533, -0.239116], [1.837011, -0.995124, -2.032482], [-6.030280, 0.706403, 0.132248], [-3.828499, 1.315725, -1.476874], [-1.540797, 2.574217, 0.703116], [2.627504, -0.513115, -4.571508], [0.516858, -0.101999, -0.021863], [0.567064, -1.835706, 2.163757], [4.296129, 0.995643, -3.495498], [2.229153, 0.720811, -1.726080], [0.494812, 1.427651, 0.863536], [1.960625, -2.480381, 2.102703], [-4.436315, 1.456374, -3.551342], [3.078158, -1.859997, -0.054296], [-5.763269, 1.764685, 0.038778], [0.017353, -2.114643, 3.061961], [0.209885, 0.377378, 0.914664], [-1.995937, 1.464315, 0.890640], [-6.291321, 3.426552, -1.232688], [-3.974654, 2.960908, -0.104800], [-7.551155, 2.186451, -1.109330], [-4.251623, 1.901619, -0.128703], [3.600968, -2.798899, 3.494810], [3.505998, -0.210584, -3.476165], [-4.666205, 1.920519, -2.593397], [-3.504964, 1.232951, 1.002518], [2.646091, -1.566236, 1.187478], [4.954566, -1.252330, -1.617065], [4.002179, -2.484245, -3.144771], [1.989110, -3.507466, 1.756392], [-4.453226, 2.996151, -2.674153]],
  "forces_ev_per_a": [[0.0, 0.0, 0.0], [0.0, 0.0, 0.0], [0.0, 0.0, 0.0], [0.0, 0.0, 0.0], [0.0, 0.0, 0.0], [0.0, 0.0, 0.0], [0.0, 0.0, 0.0], [0.0, 0.0, 0.0], [0.0, 0.0, 0.0], [0.0, 0.0, 0.0], [0.0, 0.0, 0.0], [0.0, 0.0, 0.0], [0.0, 0.0, 0.0], [0.0, 0.0, 0.0], [0.0, 0.0, 0.0], [0.0, 0.0, 0.0], [0.0, 0.0, 0.0], [0.0, 0.0, 0.0], [0.0, 0.0, 0.0], [0.0, 0.0, 0.0], [0.0, 0.0, 0.0], [0.0, 0.0, 0.0], [0.0, 0.0, 0.0], [0.0, 0.0, 0.0], [0.0, 0.0, -0.1], [0.0, 0.0, 0.0], [0.0, 0.0, 0.0], [0.0, 0.0, 0.0], [0.0, 0.0, 0.0], [0.0, 0.0, 0.0], [0.0, 0.0, 0.0], [0.0, 0.0, 0.0], [0.0, 0.0, 0.0], [0.0, 0.0, 0.0], [0.0, 0.0, 0.0], [0.0, 0.0, 0.0], [0.0, 0.0, 0.0], [0.0, 0.0, 0.0], [0.0, 0.0, 0.0], [0.0, 0.0, 0.0], [0.0, 0.0, 0.0], [0.0, 0.0, 0.0], [0.0, 0.0, 0.0], [0.0, 0.0, 0.1], [0.0, 0.0, 0.0], [0.0, 0.0, 0.0], [0.0, 0.0, 0.0], [0.0, 0.0, 0.0], [0.0, 0.0, 0.0], [0.0, 0.0, 0.0], [0.0, 0.0, 0.0], [0.0, 0.0, 0.0], [0.1, 0.0, 0.0], [0.0, 0.0, 0.0], [0.0, 0.0, 0.0], [0.0, 0.0, 0.0], [0.0, 0.0, 0.0]],
  "nbo_charge": [-0.527, 0.214, 0.227, 0.240, 0.212, -0.064, -0.677, 0.229, -0.649, -0.302, -0.416, -0.225, -0.683, 0.207, 0.397, 0.216, 0.227, 0.256, -0.398, -0.046, 0.154, -0.355, 0.200, 0.219, -0.610, 0.222, 0.225, 0.252, 0.200, -0.433, -0.610, -0.929, 0.186, -0.423, -0.951, 0.257, 0.241, -0.039, 0.197, 0.697, -0.427, 0.221, -0.219, 0.646, 0.160, 0.232, 0.195, -0.259, 0.221, 2.190, -0.062, 0.152, -0.451, -0.403, 0.256, 0.249, 0.162]
}